The following is a DFT calculation (the ωB97M-V functional and the def2-TZVPD basis) of C13H14ClN3O in the gas phase in a non-equilibrium geometry.

Values from the calculation:
SMILES: C[C@H]1C[C@H](C#N)Nc2ccccc2N1C(=O)CCl
Net charge: 0
DFT total energy (eV): -32746.0809
HOMO level (eV): -8.7
Orbital gap (eV): 9.206

CARTESIAN COORDINATES (ANGSTROEM)
C: 2.696 0.316 -0.072
C: 1.411 -0.464 0.306
C: 0.762 0.120 1.594
C: 0.426 1.561 1.536
C: -0.114 2.168 2.733
N: -0.573 2.840 3.589
N: -0.505 1.936 0.447
C: -1.495 1.000 -0.028
C: -2.825 1.083 0.407
C: -3.560 -0.068 0.538
C: -3.181 -1.251 -0.047
C: -1.807 -1.381 -0.494
C: -0.988 -0.259 -0.468
N: 0.377 -0.540 -0.790
C: 0.758 -1.070 -2.006
O: -0.080 -1.144 -2.895
C: 2.011 -1.732 -2.597
Cl: 3.132 -0.443 -3.143
H: 3.416 -0.378 -0.549
H: 3.216 0.685 0.787
H: 2.361 1.143 -0.772
H: 1.779 -1.518 0.472
H: -0.157 -0.496 1.741
H: 1.430 -0.034 2.469
H: 1.280 2.260 1.254
H: -0.936 2.799 0.519
H: -3.107 2.046 0.924
H: -4.532 -0.156 0.910
H: -3.945 -2.036 -0.079
H: -1.531 -2.288 -0.998
H: 1.772 -2.377 -3.433
H: 2.509 -2.321 -1.853


The following is a DFT calculation (the ωB97M-V functional and the def2-TZVPD basis) of 2 unconnected molecules or ions with the total composition C2H2IN3 in a non-equilibrium geometry.

Values from the calculation:
Net charge: 0
DFT total energy (eV): -14672.2547
HOMO level (eV): -9.3
Orbital gap (eV): 8.304

CARTESIAN COORDINATES (ANGSTROEM)
C: 0.012 1.243 -0.302
C: 0.520 0.211 -0.572
N: -2.367 0.705 2.020
N: -2.359 -0.273 1.452
N: -2.451 -1.297 0.806
I: -1.872 -3.063 1.592
H: -0.431 2.231 -0.140
H: 1.019 -0.604 -1.159


The following is a DFT calculation (the ωB97M-V functional and the def2-TZVPD basis) of 7 unconnected molecules or ions with the total composition C46H74I4NO13S6 in a non-equilibrium geometry.

Values from the calculation:
Net charge: +1
DFT total energy (eV): -174395.5885
HOMO level (eV): -10.0
Orbital gap (eV): 5.839

CARTESIAN COORDINATES (ANGSTROEM)
C: -5.941 -1.684 -3.010
C: -4.915 -0.829 -3.963
I: -5.280 -0.905 -6.152
C: -3.758 -0.007 -3.493
I: -3.387 0.152 -1.341
C: -2.812 0.743 -4.643
C: -3.407 2.138 -5.265
C: -4.845 2.835 -4.841
C: -2.510 2.941 -6.421
C: -1.104 2.222 -6.863
C: -0.155 2.953 -7.999
I: 2.015 2.520 -7.711
C: -0.624 2.694 -9.548
C: -1.201 4.150 -10.119
I: -2.233 1.192 -9.687
C: -0.679 0.803 -6.162
N: -1.486 0.084 -5.066
C: -0.951 -1.202 -4.476
C: 0.105 -0.985 -3.219
C: 0.610 0.564 -3.026
O: -0.431 -1.607 -1.994
C: 0.617 -1.872 -0.997
C: 0.766 -0.663 0.146
C: -0.484 -0.135 1.088
C: -0.298 1.113 2.187
C: 1.186 1.843 2.343
C: 2.471 1.324 1.466
C: 2.228 0.098 0.405
H: -6.055 -1.276 -1.919
H: -5.515 -2.795 -2.908
H: -7.013 -1.752 -3.487
H: -5.761 2.416 -5.469
H: -5.035 2.742 -3.676
H: -4.831 4.008 -5.057
H: -2.921 3.954 -6.875
H: -0.246 4.123 -7.782
H: 0.329 2.333 -10.169
H: -2.324 4.206 -9.764
H: -1.092 4.154 -11.286
H: -0.611 5.075 -9.710
H: 0.319 0.278 -6.479
H: -0.386 -1.764 -5.365
H: -1.831 -1.946 -4.167
H: 1.069 -1.625 -3.511
H: 1.411 0.726 -2.188
H: -0.342 1.221 -2.824
H: 1.126 0.927 -4.039
H: 1.707 -1.982 -1.457
H: 0.425 -2.905 -0.430
H: -1.545 -0.622 1.014
H: -1.240 1.455 2.829
H: 1.275 2.736 3.094
H: 3.505 1.876 1.614
H: 3.121 -0.279 -0.268
C: -8.538 -6.410 -1.450
C: -9.925 -5.968 -0.986
C: -9.769 -4.609 -0.304
S: -8.345 -3.834 -1.055
O: -7.310 -3.701 -0.051
O: -8.784 -2.718 -1.869
C: -7.922 -5.194 -2.126
H: -8.591 -7.264 -2.131
H: -7.935 -6.704 -0.583
H: -10.587 -5.870 -1.855
H: -10.378 -6.699 -0.309
H: -10.649 -3.979 -0.457
H: -9.570 -4.719 0.766
H: -6.838 -5.264 -2.230
H: -8.384 -5.009 -3.100
C: -2.224 9.485 -12.512
C: -2.603 8.081 -12.978
C: -1.592 7.108 -12.374
S: -1.021 7.860 -10.857
O: 0.384 8.176 -11.000
O: -1.536 7.109 -9.729
C: -1.959 9.367 -11.019
H: -3.015 10.211 -12.723
H: -1.315 9.814 -13.030
H: -3.610 7.837 -12.619
H: -2.617 8.007 -14.070
H: -2.049 6.140 -12.150
H: -0.728 6.969 -13.029
H: -1.390 10.206 -10.615
H: -2.892 9.241 -10.462
C: 4.686 -6.014 0.349
C: 3.299 -5.572 0.813
C: 3.455 -4.214 1.495
S: 4.879 -3.439 0.744
O: 5.914 -3.306 1.748
O: 4.440 -2.323 -0.070
C: 5.302 -4.799 -0.327
H: 4.633 -6.869 -0.332
H: 5.289 -6.309 1.216
H: 2.637 -5.474 -0.056
H: 2.846 -6.304 1.490
H: 2.575 -3.584 1.342
H: 3.654 -4.324 2.565
H: 6.386 -4.869 -0.431
H: 4.840 -4.613 -1.301
C: 6.583 0.448 6.237
C: 6.506 0.281 4.721
C: 6.700 -1.203 4.413
S: 6.111 -2.092 5.846
O: 7.233 -2.765 6.464
O: 4.882 -2.783 5.507
C: 5.710 -0.653 6.819
H: 6.244 1.439 6.554
H: 7.620 0.322 6.571
H: 5.520 0.606 4.367
H: 7.256 0.892 4.208
H: 6.127 -1.509 3.534
H: 7.756 -1.448 4.272
H: 5.910 -0.848 7.874
H: 4.648 -0.434 6.670
C: 1.755 1.504 9.854
C: 2.506 2.674 10.487
C: 3.652 3.045 9.548
S: 3.123 2.581 7.906
O: 3.976 1.512 7.432
O: 2.877 3.779 7.129
C: 1.558 1.882 8.393
H: 0.799 1.317 10.353
H: 2.360 0.592 9.928
H: 1.827 3.528 10.595
H: 2.879 2.423 11.485
H: 3.862 4.117 9.573
H: 4.560 2.482 9.783
H: 1.316 1.029 7.757
H: 0.796 2.660 8.287
C: 3.277 -3.855 11.553
C: 1.940 -4.181 10.888
C: 0.864 -3.355 11.592
S: 1.682 -1.892 12.209
O: 1.651 -1.922 13.656
O: 1.238 -0.741 11.448
C: 3.320 -2.338 11.670
H: 4.122 -4.238 10.975
H: 3.314 -4.310 12.550
H: 1.983 -3.903 9.828
H: 1.713 -5.250 10.938
H: 0.067 -3.063 10.903
H: 0.442 -3.893 12.445
H: 4.060 -1.984 12.390
H: 3.490 -1.873 10.694